Version A
The following is a quantum chemistry calculation of a 2-piece molecular cluster, C3H10N2 overall, from the OMol25 dataset.

Positions of all 15 atoms, in Å:
C 2.060 1.306 -0.727
H -3.159 -0.974 2.411
C 3.111 -0.748 -0.836
H 3.222 -1.794 -1.087
H 3.912 -0.197 -0.329
H 1.225 1.793 -1.215
N 2.056 -0.117 -1.124
H 3.007 1.783 -0.972
C -3.501 -0.364 0.486
N -3.058 -0.168 1.838
H 1.921 1.289 0.355
H -4.022 -1.311 0.444
H -4.150 0.431 0.099
H -2.719 -0.360 -0.281
H -2.236 0.351 2.053

For the HOMO-LUMO gap, the calculation gives 9.73 eV. Its structure (SMILES) is C=NC.CN.

=====

Version B
The following is a quantum chemistry calculation of a 2-piece molecular cluster, C3H10N2 overall, from the OMol25 dataset.

Positions of all 15 atoms, in Å:
N -3.768 -1.380 0.413
H -4.163 0.378 -0.574
C 2.208 0.050 -1.404
N 1.931 0.030 0.005
H 1.455 -0.450 -2.009
H -3.330 0.672 0.919
H 0.951 0.039 0.235
H 2.286 1.093 1.784
H -3.136 -1.737 1.133
H 3.711 0.736 0.812
C 2.676 1.079 0.774
H 2.319 1.043 -1.855
C -3.677 -0.136 0.260
H 3.163 -0.435 -1.656
H 2.464 1.991 0.217

For the HOMO-LUMO gap, the calculation gives 9.41 eV. Its structure (SMILES) is C=N.CNC.

=====

Version C
The following is a quantum chemistry calculation of one molecule with the formula C3H10N2, from the OMol25 dataset.

Positions of all 15 atoms, in Å:
N -2.508 0.200 -0.627
H -1.128 0.367 0.990
H 3.122 0.495 0.462
H -0.937 1.383 -0.242
C 0.000 -0.432 -0.337
H 0.885 1.215 0.476
H -3.181 -0.551 -0.192
H 0.305 -0.432 -1.384
N 2.478 -0.173 0.101
H -0.087 -1.480 -0.095
H -2.466 0.062 -1.678
C 1.112 0.165 0.523
H 0.771 -0.227 1.533
C -1.177 0.436 -0.091
H 2.811 -1.029 0.562

For the HOMO-LUMO gap, the calculation gives 10.07 eV. Its structure (SMILES) is NCCCN.

=====

Version D
The following is a quantum chemistry calculation of a 3-piece molecular cluster, C3H10N2 overall, from the OMol25 dataset.

Positions of all 15 atoms, in Å:
H 0.526 -1.021 -0.222
H -0.996 -1.694 1.555
H 0.078 0.967 2.576
H 1.118 0.589 -2.808
H -2.087 -0.074 0.879
H 0.295 -1.605 -1.884
C 0.890 -0.944 -1.246
C -1.495 -0.046 1.796
H 1.921 -1.305 -1.294
H -0.115 1.194 0.870
N -0.500 0.855 1.756
C 0.820 0.454 -1.761
H 0.457 2.314 -1.543
H -1.362 -1.115 2.363
N 0.449 1.429 -1.038

For the HOMO-LUMO gap, the calculation gives 8.23 eV.

=====

It turns out version C is the most stable, with the second structure 6.3 kcal/mol higher.

=====

Version A
The following is a quantum chemistry calculation of C6H10O2 as an isolated structure, from the OMol25 dataset.

Positions of all 18 atoms, in Å:
H 0.033 -0.033 1.663
H 0.805 -0.357 -1.488
C -0.892 -1.041 -0.053
C -0.964 -0.052 1.178
H 2.404 1.129 0.306
O 0.021 1.039 -0.563
C -2.013 -0.314 -0.516
H -2.167 -0.515 -1.621
O 1.456 -0.532 0.303
H -0.630 -2.063 -0.232
H -1.852 -0.218 1.639
C 2.650 0.132 0.035
H -1.503 1.963 0.531
H 2.709 -0.027 -1.038
H -2.959 -0.322 -0.062
C -1.238 1.017 0.193
C 0.435 -0.318 -0.556
H 3.476 -0.149 0.696

For the HOMO-LUMO gap, the calculation gives 10.46 eV.

=====

Version B
The following is a quantum chemistry calculation of C6H10O2 as an isolated structure, from the OMol25 dataset.

Positions of all 18 atoms, in Å:
O 0.184 1.383 -0.230
H 1.949 1.752 0.811
H -0.164 -0.278 1.853
C 0.825 -0.661 -1.062
H -2.942 1.470 0.141
C 0.209 -0.702 0.929
C 1.664 1.088 0.020
H -3.563 -0.580 0.108
H 1.278 -0.231 -1.856
C -2.570 0.355 0.195
C 1.636 -0.507 0.249
O -1.512 -0.100 -0.862
H 2.670 -1.003 0.400
H -1.943 -0.024 1.291
C -0.271 0.026 -0.445
H 2.040 1.428 -0.875
H 0.571 -1.700 -1.645
H -0.062 -1.717 0.980

For the HOMO-LUMO gap, the calculation gives 10.07 eV.

=====

Version C
The following is a quantum chemistry calculation of C6H10O2 as an isolated structure, from the OMol25 dataset.

Positions of all 18 atoms, in Å:
O 1.169 0.583 2.013
H 0.611 0.421 -2.360
H -1.754 1.295 0.669
H -0.785 2.012 -0.394
H 2.304 0.784 -0.126
C -0.734 -0.357 -0.638
H -1.364 -1.298 1.121
C 0.622 -0.287 -1.326
H 0.791 -1.229 -2.012
H 0.174 -2.128 0.626
C 1.439 0.017 -0.178
H 0.585 2.121 2.658
O -1.862 -0.636 -1.448
H 1.899 -0.946 0.155
H -2.402 -0.599 -0.680
C 0.311 0.379 0.903
C -0.661 1.059 0.323
C -0.342 -1.192 0.692

For the HOMO-LUMO gap, the calculation gives 7.45 eV.

=====

It turns out version A is the most stable, with the second structure 25.6 kcal/mol higher.

=====

Version A
The following is a quantum chemistry calculation of one molecule with the formula C5H7NO, from the OMol25 dataset.

Positions of all 14 atoms, in Å:
H -0.955 -2.568 -0.933
C -1.381 -0.157 -1.374
N 0.139 0.018 0.402
H 1.922 -1.023 0.638
H -1.673 2.089 -1.259
H 1.700 0.371 1.739
O -0.420 -2.148 -0.245
C -0.995 1.258 -1.049
H -0.071 1.470 -1.644
C -0.158 1.270 0.170
H 0.315 2.096 0.686
H 0.796 -1.155 2.002
C -0.621 -0.812 -0.470
C 1.207 -0.475 1.257

For the HOMO-LUMO gap, the calculation gives 8.16 eV.

=====

Version B
The following is a quantum chemistry calculation of one molecule with the formula C5H7NO, from the OMol25 dataset.

Positions of all 14 atoms, in Å:
H 0.126 1.863 -1.375
H -1.686 0.573 -0.578
C 0.660 1.209 -0.675
N 0.362 -0.121 -0.886
H -1.127 -1.471 1.453
O 0.098 1.563 0.888
H 1.610 -0.573 0.871
C -1.077 -0.341 -0.544
C -0.606 -0.711 0.865
C -0.403 0.634 1.638
H 1.735 1.423 -0.656
H 1.038 -1.976 -0.076
C 0.783 -0.972 0.268
H -1.514 -1.101 -1.193

For the HOMO-LUMO gap, the calculation gives 8.42 eV.

=====

Version C
The following is a quantum chemistry calculation of one molecule with the formula C5H7NO, from the OMol25 dataset.

Positions of all 14 atoms, in Å:
H 0.499 1.435 -1.109
H -1.849 1.340 -1.972
H 0.309 0.235 2.161
H 0.462 -1.521 1.964
H -1.079 -0.724 1.598
C 0.009 -0.619 1.545
C 1.900 -0.323 -0.012
H -0.644 1.488 0.211
N 3.051 -0.236 -0.092
C -0.224 0.822 -0.555
O -1.658 -0.660 -1.807
H 0.124 -1.289 -0.498
C 0.436 -0.414 0.085
C -1.335 0.468 -1.518

For the HOMO-LUMO gap, the calculation gives 11.26 eV. Its structure (SMILES) is C[C@H](C#N)CC=O.

=====

Version D
The following is a quantum chemistry calculation of one molecule with the formula C5H7NO, from the OMol25 dataset.

Positions of all 14 atoms, in Å:
C 0.062 -0.472 -1.029
H -1.038 0.174 1.546
H 0.171 -0.790 -2.064
C 1.252 1.321 0.528
N -0.980 0.503 -0.626
H 0.613 1.569 -1.509
O 1.242 0.808 1.625
C -0.192 -1.391 0.156
H -0.652 -2.333 -0.150
H -2.256 -0.685 0.560
C 0.440 0.917 -0.655
H 1.912 2.193 0.327
C -1.223 -0.333 0.598
H 0.650 -1.587 0.823

For the HOMO-LUMO gap, the calculation gives 10.28 eV. Its structure (SMILES) is O=C[C@H]1[C@H]2CCN21.

=====

It turns out version C is the most stable, with the second structure 44.7 kcal/mol higher.

=====

Version A
The following is a quantum chemistry calculation of C5H7NO as an isolated structure, from the OMol25 dataset.

Positions of all 14 atoms, in Å:
O 0.812 -0.029 2.531
H -0.391 -1.905 0.507
C 0.516 -0.182 1.362
C 0.911 0.511 -0.972
H -0.714 0.402 -2.357
H 1.722 0.480 -1.711
H -2.353 0.187 -0.284
N 1.322 0.308 0.346
C -0.480 0.234 -1.306
C -0.715 -0.907 0.843
H -1.404 -1.036 1.675
C -1.329 -0.165 -0.310
H 2.221 0.660 0.648
H -0.117 1.441 -0.972

For the HOMO-LUMO gap, the calculation gives 7.99 eV.

=====

Version B
The following is a quantum chemistry calculation of one molecule with the formula C5H7NO, from the OMol25 dataset.

Positions of all 14 atoms, in Å:
O -0.498 2.656 1.505
H 1.004 -1.962 -0.615
C 0.962 -1.006 -1.160
C -0.240 1.227 -0.525
H -0.198 -1.747 1.123
C -0.348 -0.710 0.820
C -0.288 -0.257 -0.609
C -0.365 1.702 0.779
H -0.446 0.263 2.627
H -1.305 -0.530 -1.094
H -0.784 1.717 -1.319
N -0.336 0.283 1.615
H 0.938 -1.156 -2.253
H 1.903 -0.481 -0.893

For the HOMO-LUMO gap, the calculation gives 7.74 eV.

=====

It turns out version B is the most stable, with the second structure 22.2 kcal/mol higher.